# C26H43GaNO5

A structure of composition C26H43GaNO5 in a non-equilibrium geometry (wB97M-V/def2-TZVPD, OMol25).

The geometry in XYZ format:
```
76
Properties=species:S:1:pos:R:3:lowdin_charge:R:1
Ga 2.3032 -1.0876 -0.6832 0.49
O -7.4157 -0.8005 1.4766 0.09
O -6.6015 0.0780 -0.4603 -0.05
O -0.8090 0.1521 2.8919 0.12
O -0.1892 1.5071 4.5499 -0.05
O -0.5739 1.4002 -1.0770 0.02
N 5.9232 -1.5344 0.3570 -0.04
C 0.9219 2.4243 4.6129 -0.24
C 1.6862 -1.1129 2.3110 -0.27
C 1.3986 -0.3743 3.6666 -0.11
C 1.4832 4.7536 -2.8260 -0.10
C 0.0544 0.4375 3.6756 -0.46
C -2.9675 -0.9218 -1.3339 -0.19
C 1.4565 2.9037 3.2117 -0.07
C -4.3518 -0.1593 -1.3320 -0.17
C 3.6270 3.4849 -2.5087 -0.08
C 0.9652 -0.2650 -2.0341 -0.13
C -1.8665 -3.2885 -1.5675 -0.21
C 1.3518 2.3748 -2.0707 -0.12
C 2.1258 -0.1359 1.1366 -0.22
C 2.8018 2.3542 -2.1163 -0.03
C -3.0598 -2.4522 -0.9179 -0.20
C 5.2999 -0.4341 -0.4349 -0.38
C 0.6643 3.6091 -2.4323 -0.02
C 2.9398 4.7168 -2.8857 -0.10
C -0.6723 -3.5469 -0.5744 -0.22
C -8.2351 1.3962 0.8668 0.00
C 4.2567 -1.0741 -1.4271 -0.26
C 1.8646 -3.1126 -0.4129 -0.25
C 0.4698 1.1358 -1.6527 -0.43
C 0.7026 -3.6267 -1.3701 -0.30
C -7.3741 0.1094 0.6891 -0.51
C -5.3262 -0.6104 -0.1961 -0.17
H 4.2264 -0.4373 -2.3576 0.03
H 0.6767 -3.1198 -2.3650 0.08
H 1.3019 0.6394 1.0889 0.04
H -4.9681 -0.3982 0.8388 0.14
H -5.5504 -1.7020 -0.2741 0.11
H 2.2768 0.2314 4.0233 0.10
H -4.0565 -2.8628 -1.2101 0.09
H -8.7800 1.3633 1.8426 0.08
H -2.3208 -4.2940 -1.8158 0.10
H 0.5941 3.3108 5.2141 0.12
H 0.9551 5.6971 -3.0898 0.08
H 0.0746 -0.9383 -2.1177 0.04
H 0.7626 -1.6831 2.0249 0.09
H 4.8699 0.3507 0.2379 0.07
H 5.3271 -2.3595 0.2814 0.04
H -1.5334 -2.8569 -2.5483 0.10
H -2.5189 -0.8417 -2.3550 0.11
H 3.0457 0.4107 1.4785 0.04
H 5.9284 -1.2215 1.3281 0.05
H -0.6006 -2.7843 0.2517 0.10
H -0.4483 3.6670 -2.4115 0.11
H 1.5093 -0.1494 -3.0168 0.07
H 1.5618 4.0260 3.2330 0.07
H 2.7792 -3.7226 -0.6888 0.04
H 0.7550 2.6779 2.3647 0.09
H 2.4865 -1.8727 2.5078 0.10
H 4.5547 -2.1044 -1.7637 0.05
H -2.8831 -2.4830 0.1941 0.11
H -7.5949 2.3164 0.8034 0.09
H 3.3167 1.4184 -1.8080 0.07
H 0.9058 -4.7257 -1.5470 0.09
H 3.5749 5.5845 -3.1678 0.08
H -0.7677 -4.5406 -0.0495 0.11
H 2.4691 2.4838 2.9742 0.07
H 1.6408 -3.3672 0.6549 0.03
H -2.3361 -0.4203 -0.5507 0.11
H -8.9571 1.4546 0.0049 0.09
H 4.7317 3.3565 -2.4943 0.09
H 1.7591 1.9524 5.2046 0.11
H 6.1084 0.0753 -1.0446 0.09
H -4.1100 0.9274 -1.1456 0.12
H 1.2630 -1.1738 4.4580 0.12
H -4.8830 -0.1848 -2.3203 0.11
```

Results
* gap between HOMO and LUMO: 7.527 eV
* net charge: -1
* LUMO level: 2.621 eV